C13H16I2N5OS2SeSr as an isolated structure, computed with ωB97M-V/def2-TZVPD.

Last column: Löwdin charge in e.
Element x y z (Å)
H: 2.80 -0.76 -2.46  0.0912
C: -4.08 1.01 1.02  -0.0389
N: -0.48 0.86 1.54  -0.0698
S: 2.65 0.35 1.46  0.3884
C: 1.55 0.84 2.65  -1.1157
H: -4.39 0.84 2.04  0.1134
C: 2.03 1.12 -1.97  -0.5771
O: 1.08 1.34 -1.23  -0.2101
C: -4.58 1.47 -1.27  -0.0540
N: -1.83 -2.02 -0.03  -0.1491
C: -2.73 0.92 0.68  -0.3080
C: -1.74 0.69 1.72  -0.1300
C: 2.10 -0.05 -2.92  -0.2906
I: 0.39 -4.78 -1.71  0.6633
C: -2.94 -2.26 0.27  -0.9999
H: 2.55 0.29 -3.86  0.0946
H: 4.30 1.09 5.19  0.0189
C: 0.73 -0.74 -3.10  -0.3263
H: -5.27 1.68 -2.07  0.1013
H: 1.65 -5.13 0.62  -0.0549
S: 2.10 1.33 4.29  0.7929
Sr: -0.47 -0.29 -0.78  1.2508
H: 3.94 1.75 -2.44  0.0968
H: -2.82 1.44 -2.53  0.1194
H: -6.06 1.36 0.28  0.1095
H: 0.91 -1.76 -3.46  -0.0355
H: 3.12 2.65 -1.22  0.1019
N: 3.08 1.99 -1.98  0.1639
N: -2.33 1.09 -0.58  -0.0759
C: 1.89 -4.49 -0.23  -1.1375
H: -2.12 0.45 2.71  0.1293
Se: -4.59 -2.61 0.74  0.4413
H: 0.21 -0.23 -3.93  -0.0168
N: 0.25 0.89 2.66  -0.1419
H: 4.21 0.58 3.47  -0.0287
C: -5.01 1.30 0.04  -0.0644
H: 4.26 2.32 3.89  0.0230
H: 2.84 -4.78 -0.67  -0.0590
I: 2.09 -2.45 0.50  0.7682
C: 3.91 1.34 4.20  -0.4601
C: -3.22 1.35 -1.53  -0.1236

Values from the calculation:
Charge: -1
Molar mass: 742.83 g/mol
Relative energy (zero: lowest compared OMol25 entry of this formula, charge and spin): 15.25 kcal per mole
Kohn-Sham gap: 5.859 eV
LUMO: 2.03 eV
Max |F|: 2.71 eV Å⁻¹

C13H16N10O2Zn as an isolated structure, computed with ωB97M-V/def2-TZVPD.

Last column: Löwdin charge in e.
Element x y z (Å)
H: -1.91 -2.73 1.95  0.0735
N: 2.67 -0.50 3.85  -0.0144
H: -2.26 -1.01 1.94  0.0756
H: -0.64 -2.89 -1.38  0.0557
N: 5.08 1.13 0.25  -0.0189
N: 1.37 -0.71 4.12  -0.1446
Zn: 0.95 0.08 0.00  0.6372
N: 3.46 1.68 -1.07  -0.0928
C: 0.98 0.38 -4.07  -0.1180
H: 4.70 -0.08 2.41  0.1124
C: -2.00 0.64 -0.11  -0.2633
O: 0.99 -1.82 -2.57  -0.0846
O: 0.95 0.41 -2.65  -0.2000
C: -2.03 3.20 0.96  -0.1404
N: 1.50 -0.51 1.98  -0.0334
N: 0.68 -0.69 3.03  -0.0905
C: 2.71 -0.38 2.53  -0.5048
H: 0.23 1.08 -4.44  0.0720
N: 2.91 0.92 -0.09  -0.0314
C: -0.84 2.48 0.82  -0.1408
H: -2.29 -3.42 -0.93  0.0758
H: -2.03 4.20 1.37  0.0789
C: 3.94 0.61 0.69  -0.4992
N: -1.50 -1.76 0.15  -0.2641
H: 0.08 2.97 1.16  0.0800
C: -0.77 1.19 0.29  -0.1320
C: 0.98 -0.78 -1.93  -0.4459
H: -3.37 -2.14 1.09  0.0771
N: 3.89 -0.19 1.83  0.1105
H: -1.48 -0.74 -1.65  0.1001
C: -2.05 -0.75 -0.72  -0.2127
H: -4.13 0.88 -0.30  0.0881
C: -1.33 -3.02 -0.54  -0.1143
H: 0.76 -0.63 -4.43  0.0631
H: -0.91 -3.76 0.15  0.0792
H: -4.16 3.16 0.65  0.0763
H: -3.10 -1.01 -0.98  0.1078
C: -3.22 2.62 0.55  -0.1433
H: 1.97 0.69 -4.42  0.0780
C: -2.31 -1.92 1.34  -0.1123
C: -3.20 1.34 0.02  -0.0922
N: 4.72 1.80 -0.86  -0.1471

Values from the calculation:
Charge: -2
Molar mass: 409.73 g/mol
Kohn-Sham gap: 7.086 eV
LUMO: 5.16 eV
Max |F|: 0.47 eV Å⁻¹

One molecule with the formula C13H16N2, computed with ωB97M-V/def2-TZVPD.

Last column: Löwdin charge in e.
Element x y z (Å)
H: -0.68 4.69 1.42  0.0802
C: 0.50 0.45 -0.10  0.0230
H: -0.44 -0.03 -3.15  0.0849
C: 1.21 -1.02 1.66  -0.0771
C: -0.42 3.73 1.72  -0.1025
H: 1.37 -0.27 3.74  0.1449
H: -2.57 -2.11 -3.04  0.0899
H: -1.19 -2.47 -4.00  0.0911
N: -1.41 -0.42 -3.48  -0.0407
C: 0.91 -0.80 0.29  -0.2142
H: -2.18 -0.01 -2.91  0.0612
C: 1.25 -1.97 -0.62  -0.1812
H: -0.73 4.04 3.85  0.1247
C: 0.42 1.13 2.30  -0.1725
C: -0.10 2.88 0.70  -0.0292
H: 1.21 -2.24 -2.69  0.1274
C: -1.54 -1.87 -3.15  -0.2530
H: 2.30 -1.81 -0.88  0.1210
C: -0.70 -2.28 -1.87  -0.2478
H: -0.83 -3.34 -1.74  0.1016
H: 0.24 0.65 -1.12  0.0898
H: -1.14 -1.87 -1.01  0.0906
C: 0.21 2.08 3.35  -0.0601
H: 0.15 1.68 4.40  0.1240
C: -0.32 3.32 3.07  -0.0926
C: 0.27 1.48 0.89  -0.0990
H: -0.35 3.16 -0.29  0.0888
H: 1.80 -1.90 2.05  0.1277
C: 1.00 -0.13 2.64  -0.0607
N: 0.64 -1.78 -1.96  -0.0788
H: 1.15 -2.96 -0.05  0.1387

Values from the calculation:
SMILES: NCCNCc1ccc2ccccc2c1
Charge: 0
Molar mass: 200.29 g/mol
Relative energy (zero: lowest compared OMol25 entry of this formula, charge and spin): 38.76 kcal per mole
Kohn-Sham gap: 8.967 eV
LUMO: 0.65 eV
Max |F|: 3.46 eV Å⁻¹

One molecule with the formula C13H16N2O6, computed with ωB97M-V/def2-TZVPD.

Last column: Löwdin charge in e.
Element x y z (Å)
C: -0.78 1.30 -3.00  -0.5059
O: 1.50 2.49 0.50  0.0308
C: 1.86 -0.31 0.29  -0.1935
H: 2.27 -2.35 0.70  0.1179
H: 1.06 -2.12 2.91  0.1174
O: 3.87 -0.99 -0.88  0.1258
H: -3.20 -2.49 0.37  0.1358
H: 0.11 0.02 -0.89  0.1037
O: -0.77 1.48 -4.32  0.1221
C: 0.13 -2.20 2.36  -0.0342
C: -0.47 2.56 -2.25  -0.0454
C: 3.24 -0.11 -0.36  -0.4681
C: -2.24 -2.39 0.93  -0.0151
O: -3.46 -2.73 2.92  0.0484
C: -1.07 -2.42 3.04  -0.0194
H: 1.43 -2.10 -0.80  0.1359
H: -3.35 -2.84 3.87  0.1025
H: -0.99 0.63 -4.76  0.1482
O: 3.70 1.16 -0.33  0.1146
H: -1.19 3.34 -2.61  0.1468
H: -1.04 -2.51 4.12  0.1113
H: 0.08 4.28 -0.12  0.0861
O: -1.03 0.22 -2.49  0.0771
C: 0.17 -2.07 0.97  -0.2252
C: -0.58 2.46 -0.72  -0.3021
H: 1.94 0.00 1.33  0.1624
N: 0.82 0.49 -0.34  0.1536
H: -1.07 -2.09 -0.84  0.1156
C: 0.67 1.80 -0.13  -0.3873
H: -1.11 3.68 0.79  0.0764
N: -0.81 3.79 -0.16  0.0564
H: -1.44 1.86 -0.49  0.1450
C: -2.26 -2.51 2.31  -0.3254
C: -1.04 -2.17 0.26  -0.0373
H: 0.54 2.93 -2.56  0.1573
C: 1.47 -1.80 0.26  -0.0964
H: 3.05 1.73 0.13  0.0643

Values from the calculation:
SMILES: N[C@@H](CC(=O)O)C(=O)N[C@@H](Cc1ccc(O)cc1)C(=O)O
Charge: 0
Molar mass: 296.28 g/mol
Relative energy (zero: lowest compared OMol25 entry of this formula, charge and spin): 0.00 kcal per mole
Kohn-Sham gap: 9.144 eV
LUMO: 0.42 eV
Max |F|: 1.23 eV Å⁻¹

One molecule with the formula C13H16N2O8S, computed with ωB97M-V/def2-TZVPD.

Last column: Löwdin charge in e.
Element x y z (Å)
C: -2.85 -0.80 2.09  -0.1516
C: 3.18 -0.60 -0.20  -0.1047
H: -1.00 2.97 -4.10  0.1262
C: -0.35 -1.00 0.95  -0.1383
C: -0.94 0.80 -4.25  -0.0498
H: -0.33 0.84 -5.15  0.0820
H: 0.90 -1.36 -0.64  0.1194
H: -1.35 -0.89 -0.92  0.1169
H: 2.53 2.06 -0.49  0.1157
C: -2.73 -0.80 0.71  0.0112
O: 0.00 1.46 -0.97  0.1243
C: 0.60 -1.24 4.46  -0.0593
C: -0.81 2.10 -3.47  -0.1913
O: -4.20 -0.66 3.91  0.0771
S: 2.79 0.09 -1.84  0.7095
O: -5.10 -0.58 1.96  0.0787
C: -1.48 -0.91 0.15  0.0027
O: 1.64 -0.63 -2.34  -0.3075
N: 0.91 -1.08 0.34  0.1443
C: -1.73 -0.93 2.91  0.0778
H: 3.38 -1.65 -0.36  0.1209
H: 2.84 2.46 -2.22  0.1172
H: 0.24 -0.27 4.81  0.1042
C: 0.81 1.84 -1.77  -0.5523
C: 2.30 1.83 -1.52  -0.0640
O: 3.97 0.09 -2.65  -0.2933
H: -3.62 -0.71 0.10  0.1194
H: -0.03 -2.04 4.86  0.0985
H: 1.63 -1.39 4.80  0.0978
C: 2.00 -0.35 0.72  -0.5191
H: -1.97 0.64 -4.52  0.0802
C: -0.47 -1.06 2.35  -0.1936
N: -4.14 -0.67 2.70  -0.3633
H: -1.48 2.11 -2.60  0.1206
O: 0.66 -1.29 3.05  -0.0764
H: 4.07 -0.09 0.16  0.1186
O: 0.54 2.26 -3.00  0.0124
H: -0.59 -0.03 -3.64  0.0642
O: 2.05 0.42 1.64  0.1087
H: -1.89 -0.95 3.98  0.1159

Values from the calculation:
SMILES: CCOC(=O)CS(=O)(=O)CC(=O)Nc1ccc([N+](=O)[O-])cc1OC
Charge: 0
Molar mass: 360.34 g/mol
Relative energy (zero: lowest compared OMol25 entry of this formula, charge and spin): 0.00 kcal per mole
Kohn-Sham gap: 8.417 eV
LUMO: -0.41 eV
Max |F|: 1.50 eV Å⁻¹

One molecule with the formula C13H16O3, computed with ωB97M-V/def2-TZVPD.

Last column: Löwdin charge in e.
Element x y z (Å)
C: -1.90 0.09 -1.36  0.0064
H: 2.13 -1.10 -0.59  0.1541
H: 3.63 0.74 1.04  0.0509
H: 2.18 2.80 -0.27  0.0744
H: -4.47 1.63 0.70  0.0327
H: 1.74 0.56 -2.27  0.1902
H: -0.39 -2.45 -1.96  0.1756
C: 0.13 -2.53 0.10  -0.5295
H: -1.22 -0.87 1.95  0.1756
H: 2.68 1.75 1.72  0.0266
C: -2.80 0.38 1.34  -0.1133
C: -1.25 -0.37 -0.36  -0.1565
C: -3.57 1.29 0.37  -0.0057
C: 1.44 -0.28 -0.34  -0.2462
C: 1.47 0.89 -1.05  -0.2458
H: 3.51 1.83 -1.22  0.1670
C: 1.39 0.17 1.23  -0.0153
C: 2.55 1.82 -0.41  -0.1632
C: -3.16 1.11 -1.06  0.0668
O: 0.46 -2.43 1.36  0.0834
H: -1.53 0.29 -2.22  0.0424
O: -0.31 -3.52 -0.40  0.1360
H: 0.43 1.47 -1.07  0.1553
O: 0.01 -1.52 -1.94  0.1035
H: 0.59 0.89 1.32  0.0977
H: -3.15 0.32 2.42  0.1179
C: -1.75 -0.28 0.97  -0.1208
H: 0.27 -3.45 1.72  0.2467
C: 2.75 1.17 0.95  -0.1428
H: 1.67 -0.58 1.96  0.0915
H: -3.58 1.51 -1.88  0.0235
C: 0.06 -1.34 -0.76  -0.4791

Values from the calculation:
SMILES: O=C(O)[C@@](O)(c1ccccc1)C1CCCC1
Charge: 0
Molar mass: 220.27 g/mol
Relative energy (zero: lowest compared OMol25 entry of this formula, charge and spin): 210.66 kcal per mole
Kohn-Sham gap: 9.168 eV
LUMO: 0.43 eV
Max |F|: 15.18 eV Å⁻¹

C13H17AlBrCl30O3P as an isolated structure, computed with ωB97M-V/def2-TZVPD.

Last column: Löwdin charge in e.
Element x y z (Å)
Cl: 1.37 -1.50 7.51  0.4701
C: 6.04 6.35 -1.84  -1.5482
Cl: 4.00 -8.61 6.11  0.5046
Cl: 1.79 -7.41 0.08  0.5102
Cl: 2.75 1.71 -2.37  0.5200
Cl: -1.71 5.11 -0.59  0.5252
Cl: 3.17 4.72 -4.39  0.4716
Cl: 2.65 4.91 -7.24  0.5021
Cl: 3.39 -8.61 3.27  0.5273
H: -5.26 -2.41 2.45  0.0411
Cl: 2.97 2.31 -5.98  0.5066
Cl: 4.38 5.87 -1.51  0.5290
H: 2.09 -0.36 5.59  0.0065
O: -1.96 -2.66 -1.30  -0.5403
H: 6.69 5.70 -1.28  0.0099
Cl: 0.31 3.61 0.84  0.5516
C: -3.28 -0.57 -4.40  -1.5249
Cl: -2.32 -3.63 3.56  0.5220
H: -4.84 -1.00 -0.14  -0.0054
Cl: 0.20 -1.51 4.85  0.5179
H: 3.63 -6.78 4.70  0.0045
Cl: 0.32 0.96 6.37  0.5204
H: -5.17 -0.28 1.42  0.0309
Cl: -2.59 9.49 -2.97  0.4979
P: -1.08 -1.73 -0.19  0.4032
Cl: -3.94 -0.37 -2.79  0.6188
H: -2.10 -0.54 2.68  -0.0887
H: -5.84 -2.80 0.87  0.0409
Cl: -2.51 0.92 -4.96  0.5117
C: 2.39 3.96 -5.77  -1.5309
H: 3.57 -0.43 -2.83  0.0151
Al: -2.63 -0.47 1.16  0.1687
H: -2.06 -4.65 5.63  0.0036
Cl: -2.69 -2.47 6.18  0.4931
Cl: 5.24 1.01 -3.66  0.4726
C: 4.01 0.50 -2.48  -1.5396
H: -4.15 -3.17 1.30  0.0175
C: -4.57 -1.04 0.91  -0.3362
C: -0.41 3.93 -0.72  -1.5297
C: 3.11 -6.34 0.54  -1.5726
C: -2.77 -3.95 5.22  -1.5449
H: -0.84 2.99 -1.09  -0.0301
Cl: -4.38 -4.69 5.34  0.4877
H: 1.33 3.92 -5.58  0.0171
C: 3.18 -7.76 4.80  -1.5588
Cl: -2.59 7.51 -5.09  0.5040
H: 3.95 -6.95 0.86  -0.0219
Cl: 6.43 6.16 -3.55  0.5068
Cl: 0.83 4.49 -1.88  0.4199
O: -2.04 1.58 -0.78  -0.2559
Cl: 2.64 -5.30 1.87  0.4778
Cl: 3.64 -5.37 -0.85  0.5217
C: -2.48 1.44 0.42  -0.7900
C: 1.12 -0.58 6.01  -1.5495
H: -4.09 -0.80 -5.08  0.0008
O: -2.84 2.39 1.15  -0.1664
Cl: 1.47 -7.54 5.16  0.5385
Cl: -4.61 7.39 -3.01  0.5233
C: -4.95 -2.45 1.41  -0.2324
Cl: 6.33 8.01 -1.32  0.5033
Cl: 4.75 0.20 -0.91  0.5184
Cl: -2.13 -1.92 -4.47  0.5450
H: -2.29 7.17 -2.79  -0.0188
C: -2.94 7.81 -3.39  -1.5521
H: -1.77 -2.22 -2.14  -0.1188
Br: 0.12 -3.25 1.11  -0.0230

Values from the calculation:
Charge: -2
Molar mass: 1422.73 g/mol
Kohn-Sham gap: 3.434 eV
LUMO: 2.92 eV
Max |F|: 1.18 eV Å⁻¹

C13H17AuF4N4S as an isolated structure, computed with ωB97M-V/def2-TZVPD.

Last column: Löwdin charge in e.
Element x y z (Å)
C: -1.61 -2.28 2.91  -0.0865
H: 0.40 2.06 -2.77  0.1275
H: -1.29 5.67 -2.55  0.1294
C: -1.55 -1.99 1.48  -0.1217
F: -4.98 -0.76 1.03  0.1733
S: -1.01 1.77 -0.19  0.5780
C: 1.68 -2.66 -0.12  -0.1836
N: 0.17 2.95 -2.36  0.0368
H: 4.00 -1.61 0.65  0.1094
C: -0.51 3.05 -1.23  -0.7912
N: -0.84 4.31 -1.00  0.0477
H: 1.12 -2.22 1.94  0.1288
H: 2.73 -0.80 1.59  0.0826
H: -0.16 4.20 -4.03  0.1290
C: 2.85 -1.32 -1.73  -0.0777
H: -4.80 -1.40 3.53  0.1782
F: -2.83 -2.35 4.88  0.1783
C: -2.76 -2.08 3.60  -0.1766
H: 1.18 -3.03 -1.01  0.1340
F: -2.73 -1.17 -0.40  0.1938
H: 0.55 -3.76 1.34  0.1655
H: 3.67 -2.05 -1.72  0.1090
H: 3.60 0.09 0.34  0.0952
H: -1.36 4.60 -0.20  0.1550
H: 3.26 -0.33 -1.95  0.0933
Au: 0.62 0.16 -0.39  0.6290
H: 2.54 -3.31 0.09  0.1428
C: -2.76 -1.45 0.86  -0.1074
C: -3.89 -1.56 2.95  0.2295
H: 1.36 4.49 -3.17  0.1260
C: 0.72 -2.71 1.05  -0.1682
F: -0.55 -2.78 3.49  0.1936
C: 3.19 -0.88 0.61  -0.0776
C: -3.90 -1.25 1.60  -0.1774
N: 2.18 -1.29 -0.41  -0.4254
H: 0.24 5.98 -1.71  0.1290
C: 0.31 4.24 -3.05  -0.0857
H: 2.13 -1.59 -2.50  0.0939
C: -0.42 5.21 -2.09  -0.0823
N: -0.56 -2.16 0.68  0.1724

Values from the calculation:
Charge: +2
Molar mass: 534.33 g/mol
Relative energy (zero: lowest compared OMol25 entry of this formula, charge and spin): 0.00 kcal per mole
Kohn-Sham gap (spin up / spin down): 5.274 / 5.275 eV
LUMO (spin up / spin down): -9.77 / -9.77 eV
Max |F|: 0.12 eV Å⁻¹